Formula: C6H13NO
Source: the OMol25 dataset
Level of theory: the ωB97M-V functional and the def2-TZVPD basis

Computed properties:
Energy relative to the best compared isomer or geometry (same formula, charge and spin) in eV: 2.3843
Spin multiplicity: 1
Highest occupied orbital energy in Ha: -0.2716
Lowest unoccupied orbital energy in eV: 0.8
F_max in eV Å⁻¹: 1.5

```
21
C6H13NO, DFT the ωB97M-V functional and the def2-TZVPD basis
C 2.953 1.992 1.401
C 1.674 1.512 0.716
C 1.468 0.225 0.473
C 0.216 -0.350 -0.038
C -0.864 0.316 -0.471
N -2.067 -0.319 -0.737
C -2.901 0.152 -1.826
H 2.843 3.016 1.764
H 3.251 1.325 2.207
H 3.728 1.918 0.643
H 0.997 2.310 0.451
H 2.243 -0.465 0.782
H 0.248 -1.402 -0.303
H -0.872 1.405 -0.445
H -1.998 -1.331 -0.751
H -3.143 1.208 -1.653
H -3.881 -0.300 -1.696
H -2.539 -0.017 -2.840
O -0.721 -3.812 1.004
H 0.031 -3.257 1.219
H -0.666 -4.127 0.100
```

Löwdin atomic charge list, values in e, 5 entries:
1. C -0.1085
2. C -0.1704
3. C -0.1441
4. C -0.1222
5. C -0.1644



Formula: C6H13NO
Source: the OMol25 dataset
Level of theory: the ωB97M-V functional and the def2-TZVPD basis

Computed properties:
Energy relative to the best compared isomer or geometry (same formula, charge and spin) in eV: 2.2212
Spin multiplicity: 1
Highest occupied orbital energy in Ha: -0.2838
Lowest unoccupied orbital energy in eV: 0.9
F_max in eV Å⁻¹: 1.3

```
21
C6H13NO, DFT the ωB97M-V functional and the def2-TZVPD basis
C -2.362 -1.298 1.025
C -0.915 -1.176 0.639
C -0.467 -0.329 -0.267
C 1.016 -0.089 -0.520
C 1.704 0.674 0.567
C 1.390 1.906 0.967
N 2.164 2.717 1.792
H -2.865 -2.048 0.393
H -2.471 -1.707 2.027
H -2.904 -0.369 0.907
H -0.184 -1.707 1.245
H -1.189 0.248 -0.823
H 1.447 -1.074 -0.659
H 1.104 0.409 -1.486
H 2.606 0.289 1.034
H 0.518 2.394 0.545
H 1.702 3.552 2.118
H 2.763 2.286 2.481
O -0.909 -1.902 -3.816
H -1.752 -1.438 -3.745
H -0.395 -1.338 -4.424
```

Löwdin atomic charge list, values in e, 5 entries:
1. C -0.1106
2. C -0.1763
3. C -0.1414
4. C -0.2147
5. C -0.1400



Formula: C6H13NO
Source: the OMol25 dataset
Level of theory: the ωB97M-V functional and the def2-TZVPD basis

Computed properties:
Energy relative to the best compared isomer or geometry (same formula, charge and spin) in eV: 6.7486
Spin multiplicity: 1
Highest occupied orbital energy in Ha: -0.2413
Lowest unoccupied orbital energy in eV: -0.8
F_max in eV Å⁻¹: 1.6

```
21
C6H13NO, DFT the ωB97M-V functional and the def2-TZVPD basis
C 0.988 -0.153 0.584
N 2.150 0.531 1.042
C 2.405 0.972 2.308
O 3.525 1.118 2.752
C -0.239 0.547 0.783
C -1.362 0.497 -0.175
C -1.035 0.473 -1.612
C -1.274 -0.901 -2.297
H 1.145 -1.208 0.460
H -0.805 -2.281 0.686
H 3.006 0.488 0.510
H 1.487 1.238 2.832
H -0.561 0.459 1.837
H -1.536 -2.186 0.676
H -2.282 0.634 0.372
H -0.283 1.647 0.486
H -1.434 1.283 -2.219
H 0.059 0.565 -1.644
H -0.661 -1.640 -1.801
H -2.305 -1.218 -2.229
H -0.984 -0.866 -3.352
```

Löwdin atomic charge list, values in e, 5 entries:
1. C -0.1587
2. N -0.0041
3. C -0.3653
4. O 0.0134
5. C -0.3151



Formula: C6H13NO
Source: the OMol25 dataset
Level of theory: the ωB97M-V functional and the def2-TZVPD basis

Computed properties:
Energy relative to the best compared isomer or geometry (same formula, charge and spin) in eV: 3.4942
Spin multiplicity: 1
Highest occupied orbital energy in Ha: -0.2770
Lowest unoccupied orbital energy in eV: 0.7
F_max in eV Å⁻¹: 4.7

```
21
C6H13NO, DFT the ωB97M-V functional and the def2-TZVPD basis
C 2.850 -1.468 0.281
C 1.764 -1.058 0.875
C 0.312 -1.539 0.754
C -0.459 -0.343 0.438
C -1.848 -0.771 -0.091
C 0.035 0.893 0.687
N -0.626 2.090 0.251
H 3.862 -1.109 0.618
H 2.790 -1.988 -0.619
H 2.054 -0.672 1.899
H 0.279 -2.202 -0.036
H -0.066 -2.161 1.632
H -1.637 -1.637 -0.681
H -2.410 -0.953 0.860
H -2.331 -0.045 -0.763
H 0.975 1.305 1.143
H -1.132 2.078 -0.569
H -0.175 2.915 0.423
O -1.475 1.623 -2.296
H -1.441 0.683 -2.599
H -0.511 1.885 -2.357
```

Löwdin atomic charge list, values in e, 5 entries:
1. C -0.0179
2. C -0.2246
3. C -0.2006
4. C -0.3234
5. C -0.0395



Formula: C6H13NO
Source: the OMol25 dataset
Level of theory: the ωB97M-V functional and the def2-TZVPD basis

Computed properties:
Energy relative to the best compared isomer or geometry (same formula, charge and spin) in eV: 3.0693
Spin multiplicity: 1
Highest occupied orbital energy in Ha: -0.3418
Lowest unoccupied orbital energy in eV: 0.8
F_max in eV Å⁻¹: 5.6

```
21
C6H13NO, DFT the ωB97M-V functional and the def2-TZVPD basis
N 0.778 -3.376 -0.104
C -0.198 -2.342 0.211
C 0.579 -0.974 0.719
C 1.004 -0.033 -0.382
C -0.096 0.459 -1.266
C -1.061 1.375 -0.474
C -0.431 2.259 0.561
O -0.823 3.401 0.736
H 1.624 -2.929 -0.595
H 1.194 -3.717 0.813
H -0.792 -1.918 -0.695
H -0.943 -2.521 0.900
H -0.121 -0.459 1.419
H 1.513 -1.222 1.349
H 1.782 -0.806 -0.956
H 1.743 0.673 -0.068
H 0.327 0.773 -2.151
H -0.711 -0.403 -1.694
H -1.751 0.613 0.178
H -1.786 1.915 -1.119
H 0.278 1.961 1.237
```

Löwdin atomic charge list, values in e, 5 entries:
1. N -0.0412
2. C -0.2598
3. C -0.2232
4. C -0.2745
5. C -0.2235



Formula: C6H13NO
Source: the OMol25 dataset
Level of theory: the ωB97M-V functional and the def2-TZVPD basis

Computed properties:
Energy relative to the best compared isomer or geometry (same formula, charge and spin) in eV: 2.7663
Spin multiplicity: 2
Highest occupied orbital energy (alpha / beta) in Ha: -0.4706 / -0.4704
Lowest unoccupied orbital energy (alpha / beta) in eV: -4.5 / -8.4
Charge: +1
F_max in eV Å⁻¹: 3.9
⟨S²⟩: 0.75

```
21
C6H13NO, DFT the ωB97M-V functional and the def2-TZVPD basis
C 2.130 -0.403 1.380
C 1.448 0.798 0.648
C -0.014 1.009 1.210
C -2.192 -0.419 -1.835
O -2.044 0.840 -2.468
C -1.104 -0.359 -0.733
C -0.920 0.770 0.015
N 1.862 -1.665 0.701
H 1.759 -0.319 2.407
H 3.195 -0.238 1.190
H 1.499 0.591 -0.427
H 2.009 1.714 0.859
H -0.302 1.998 1.539
H -0.206 0.152 1.862
H -1.892 -1.184 -2.567
H -3.217 -0.567 -1.512
H -2.874 1.234 -2.785
H -0.762 -1.378 -0.606
H -1.463 1.641 -0.358
H 2.122 -2.498 1.215
H 0.964 -1.716 0.264
```

Löwdin atomic charge list, values in e, 5 entries:
1. C -0.2604
2. C -0.1339
3. C -0.0985
4. C -0.1642
5. O -0.0500



Formula: C6H13NO
Source: the OMol25 dataset
Level of theory: the ωB97M-V functional and the def2-TZVPD basis

Computed properties:
Energy relative to the best compared isomer or geometry (same formula, charge and spin) in eV: 6.9202
Spin multiplicity: 2
Highest occupied orbital energy (alpha / beta) in Ha: -0.5274 / -0.5197
Lowest unoccupied orbital energy (alpha / beta) in eV: -4.0 / -9.5
Charge: +1
F_max in eV Å⁻¹: 3.6
⟨S²⟩: 0.76

```
21
C6H13NO, DFT the ωB97M-V functional and the def2-TZVPD basis
C 2.146 0.574 0.080
O 3.176 -0.478 0.011
C 0.715 0.061 -0.250
C -0.398 0.819 0.514
C -1.822 0.515 -0.030
C -2.083 0.865 -1.294
C -2.656 -0.469 0.683
N 0.671 -1.542 0.104
H 2.223 1.500 -0.596
H 2.169 0.963 1.087
H 2.497 -1.150 -0.193
H 0.467 0.428 -1.292
H -0.233 1.913 0.601
H -0.305 0.393 1.529
H -2.861 0.326 -1.855
H -1.441 1.538 -1.838
H -2.041 -1.080 1.370
H -3.381 -0.094 1.439
H -3.110 -1.346 0.177
H -0.028 -0.858 -0.665
H 0.156 -1.703 0.982
```

Löwdin atomic charge list, values in e, 5 entries:
1. C -0.1281
2. O -0.0046
3. C -0.2928
4. C -0.1241
5. C -0.3419



Formula: C6H13NO
Source: the OMol25 dataset
Level of theory: the ωB97M-V functional and the def2-TZVPD basis

Computed properties:
Energy relative to the best compared isomer or geometry (same formula, charge and spin) in eV: 2.1763
Spin multiplicity: 2
Highest occupied orbital energy (alpha / beta) in Ha: -0.4614 / -0.4613
Lowest unoccupied orbital energy (alpha / beta) in eV: -4.3 / -8.1
Charge: +1
F_max in eV Å⁻¹: 1.9
⟨S²⟩: 0.75

```
21
C6H13NO, DFT the ωB97M-V functional and the def2-TZVPD basis
C -0.601 -2.628 0.124
C -1.296 -1.398 -0.292
C -1.695 -0.989 -1.542
O -2.314 0.160 -1.688
H -1.026 -2.929 1.087
H -0.767 -3.460 -0.565
H 0.470 -2.462 0.248
H -1.515 -0.705 0.520
H -1.497 -1.530 -2.465
H -2.878 0.130 -2.495
C 0.179 1.809 -0.177
C 1.437 1.052 0.198
C 2.767 0.939 2.096
N 1.593 0.967 1.636
H 0.087 2.071 -1.229
H -0.763 1.290 0.046
H 0.065 2.722 0.410
H 2.308 1.546 -0.256
H 1.357 0.030 -0.205
H 3.655 1.090 1.477
H 2.898 0.726 3.151
```

Löwdin atomic charge list, values in e, 5 entries:
1. C -0.0153
2. C 0.0260
3. C -0.0488
4. O 0.1627
5. H 0.1135